218
Properties=species:S:1:pos:R:3:forces:R:3:mulliken_charge:R:1 method="wB97M-V/def2-TZVPD" largest_force_ev_per_a=4.05 total_charge=0 de_lowest_kj_mol=42.36 e_homo_ev=-8.868 homo_lumo_gap_ev=9.18
C -7.20410 -3.78145 0.43226 1.3 -0.5 0.8 -1.787
C -5.65368 -3.79152 0.38096 -1.1 0.5 0.2 1.304
C -5.08861 -2.89542 1.50174 0.1 -0.3 -1.1 -0.335
O -5.54396 -3.33266 2.74068 -0.5 -0.9 0.4 -0.367
C -5.05036 -2.66591 3.85223 0.2 0.7 1.1 -0.721
N -5.19083 -5.15442 0.37253 -0.6 -0.7 1.0 -0.544
H -7.49721 -4.16243 1.42330 -0.3 0.3 -0.4 0.345
H -7.56719 -4.43393 -0.33417 -0.3 -0.4 -0.4 0.505
H -7.54839 -2.77771 0.24675 -0.4 0.4 0.2 0.314
H -5.40974 -3.36032 -0.57287 0.4 0.5 -0.3 -0.451
H -5.43005 -1.86082 1.33008 0.4 0.0 0.0 0.474
H -4.00557 -3.02586 1.42044 0.3 0.6 0.2 0.034
H -5.17623 -1.57388 3.76170 0.4 0.0 -0.3 0.318
H -3.98455 -2.90212 4.11971 -0.7 0.1 -0.5 0.194
H -5.68043 -2.89482 4.73096 0.3 -0.4 -0.4 0.344
H -4.19602 -5.29282 0.27096 0.2 0.3 0.0 0.072
H -5.45646 -5.53132 1.28555 0.2 -0.3 -0.3 0.357
C 2.77814 -2.38898 1.94011 0.9 0.1 1.0 0.914
C 3.60666 -3.32855 2.88697 -0.2 -0.1 -1.4 0.074
C 3.98070 -4.62749 2.15857 -1.4 0.9 -1.7 -0.964
O 2.85038 -5.19217 1.43210 0.6 0.4 0.7 -0.189
C 3.19002 -6.50572 1.01138 -0.4 -0.1 -0.7 -0.259
N 4.93451 -2.88277 3.31635 -0.1 0.4 1.2 -0.605
H 2.63106 -1.38847 2.44457 -0.2 -1.1 -0.6 -0.223
H 1.82672 -2.93122 1.77369 0.4 0.7 0.0 -0.494
H 3.27522 -2.22356 0.97111 -0.1 -0.1 0.3 -0.424
H 2.89160 -3.45835 3.68668 0.2 -0.6 0.7 0.481
H 4.32569 -5.35443 2.86724 0.5 -0.4 0.3 0.600
H 4.74377 -4.35686 1.37825 -0.4 -0.4 1.1 -0.005
H 2.24818 -6.96366 0.67244 0.3 -0.1 0.3 0.216
H 3.61167 -7.02543 1.89167 -0.1 -0.2 -0.7 0.465
H 3.86002 -6.46513 0.11304 -0.3 -0.1 1.2 -0.170
H 5.11420 -2.86768 4.33758 -0.5 0.0 -1.1 0.261
H 5.10585 -1.96870 2.95822 0.3 0.7 -0.1 0.203
C 3.98707 -3.49714 -1.69136 0.8 -0.4 1.3 -0.392
C 5.48993 -3.67165 -1.33522 -0.7 0.3 1.1 1.026
C 5.95744 -4.96321 -1.93716 0.4 -1.1 -1.1 -1.366
O 5.25258 -6.02760 -1.27215 0.1 0.8 -0.4 -0.333
C 5.39002 -7.29600 -1.85554 0.7 0.1 -0.6 -0.981
N 6.31163 -2.53764 -1.78446 0.3 -0.6 1.5 -0.464
H 3.51890 -2.55849 -1.37244 0.4 -0.1 -0.1 -0.793
H 3.39618 -4.33062 -1.24891 0.5 0.5 -0.5 -0.183
H 4.00138 -3.56175 -2.75375 -0.7 0.0 -1.0 0.981
H 5.62322 -3.83468 -0.22840 -0.1 0.6 -0.9 -0.022
H 7.05198 -5.12207 -1.80224 -0.4 0.1 0.1 0.438
H 5.83047 -4.90667 -3.07968 -0.3 -0.5 1.3 0.298
H 5.10632 -8.08902 -1.15036 -0.1 0.4 -0.2 0.283
H 6.43712 -7.41748 -2.13693 0.2 -0.4 0.1 0.360
H 4.82638 -7.35499 -2.79128 -0.3 -0.2 0.1 0.291
H 6.10919 -2.23925 -2.72870 0.4 -0.3 -0.1 0.261
H 7.29696 -2.79269 -1.57810 -0.9 0.7 -0.9 0.297
C 0.33036 6.25958 -4.95697 -0.9 -1.4 -0.9 -1.532
C 0.48728 5.42484 -3.64880 -0.4 2.4 -0.7 0.769
C 1.39432 6.20849 -2.68842 -0.9 -0.2 1.0 -0.493
O 2.65292 6.34535 -3.27016 0.8 0.3 0.1 -0.367
C 3.65691 6.96602 -2.42882 -2.0 -0.6 -0.5 -0.646
N -0.84972 5.25569 -3.07851 -0.1 -0.7 0.3 -0.186
H 1.21596 6.72469 -5.35156 0.6 -0.1 0.0 0.380
H -0.45219 7.03372 -4.93933 0.2 -0.1 0.6 0.333
H -0.06611 5.52007 -5.70342 0.5 0.7 0.3 0.361
H 0.92034 4.47503 -3.93346 0.1 -0.3 0.3 -0.305
H 1.41119 5.72131 -1.68230 0.3 -0.1 -0.6 0.159
H 0.92013 7.19213 -2.45567 0.2 -0.2 -0.4 0.335
H 4.56478 6.86442 -2.99928 0.4 0.3 0.1 0.266
H 3.66609 6.37071 -1.51772 0.5 0.2 0.3 0.186
H 3.35893 8.00812 -2.20318 0.4 -0.4 -0.1 0.281
H -1.39125 6.09918 -3.25467 0.1 -0.1 0.1 0.284
H -1.34744 4.49736 -3.55709 0.2 0.2 0.2 -0.031
C -2.03498 -0.30703 8.03025 -1.3 1.5 0.6 -1.704
C -1.25327 -1.04454 7.01375 -0.9 -1.8 -1.0 0.403
C -1.89050 -1.09157 5.59368 0.2 0.0 -0.3 -0.332
O -1.12877 -1.97257 4.76804 0.8 -0.5 0.4 -0.453
C -1.14497 -1.64583 3.40629 -0.6 -0.1 -1.0 1.384
N 0.07994 -0.51465 6.87193 0.5 0.1 0.1 -0.322
H -1.58585 -0.48226 9.02168 -0.2 0.4 -0.3 0.383
H -3.10527 -0.57852 8.09456 0.5 -0.5 -0.1 0.384
H -2.09714 0.75761 7.78205 0.4 0.1 0.3 0.357
H -1.31911 -2.05701 7.45512 0.6 -0.3 -0.8 0.167
H -1.81308 -0.08225 5.14337 -0.2 -0.1 0.3 0.111
H -2.93623 -1.45616 5.50782 0.3 0.5 0.7 0.270
H -0.30549 -2.02632 2.81272 0.1 -0.6 0.7 -0.539
H -0.98631 -0.58186 3.30701 -0.5 0.7 -0.3 -0.278
H -2.08313 -1.99983 2.87901 0.7 0.6 0.6 -0.300
H 0.59324 -0.98576 6.13941 -0.2 -0.2 -0.2 0.132
H 0.63261 -0.63725 7.71336 -0.2 0.1 0.1 0.305
C -4.08055 3.93136 -2.13430 -0.1 -0.6 -1.4 -0.538
C -4.26995 3.38747 -3.60405 1.0 3.5 1.2 0.218
C -4.37712 4.55949 -4.61299 1.3 0.4 1.4 -0.717
O -5.28438 5.50488 -4.18046 -1.7 0.0 0.6 -0.330
C -5.33146 6.61557 -4.99809 -0.7 1.4 -0.8 -0.789
N -3.06054 2.69783 -3.91462 0.0 -0.2 -1.8 -0.194
H -4.99233 4.46938 -1.88486 0.2 0.2 0.4 0.698
H -3.15949 4.56873 -2.11785 -0.9 -0.5 0.3 -0.067
H -3.96120 3.01907 -1.52158 0.0 0.7 0.0 -0.181
H -5.20354 2.87773 -3.64882 -0.8 -1.0 -0.1 0.508
H -4.69440 4.14058 -5.53997 0.0 -0.2 -1.3 0.448
H -3.44998 5.18731 -4.69652 0.2 -1.4 -0.3 0.173
H -4.45896 7.27571 -4.88832 0.1 -0.1 0.3 0.297
H -6.24833 7.18966 -4.75978 0.6 -0.2 0.0 0.263
H -5.37714 6.42444 -6.08888 -0.1 -0.5 0.4 0.309
H -3.06933 2.43756 -4.91753 0.3 -0.2 0.9 0.294
H -3.05514 1.88346 -3.34822 0.5 -1.2 0.3 -0.269
C -0.20682 5.51133 2.01283 0.5 0.6 0.5 -1.414
C -1.38910 5.57301 1.07590 -1.7 1.1 1.0 1.722
C -2.53989 4.75608 1.61871 -1.5 -0.1 1.0 -1.446
O -2.18713 3.40365 1.59644 0.9 -1.3 -0.2 0.372
C -3.11177 2.54537 2.19731 -0.5 0.5 1.4 -1.037
N -1.89488 7.05852 1.01357 1.6 -2.6 1.0 -0.830
H 0.16325 4.48561 2.30677 -0.6 1.0 -0.5 0.028
H -0.50706 6.07711 2.95301 0.8 -0.5 -1.1 0.343
H 0.58194 6.02294 1.40489 -0.1 -0.2 1.2 0.396
H -1.12051 5.08172 0.15659 0.1 0.4 -1.0 -0.299
H -3.48461 4.83191 1.04167 0.3 0.5 0.0 0.349
H -2.79939 4.97574 2.68515 0.3 0.5 -0.6 0.366
H -2.75360 1.52309 2.23449 0.3 -0.1 -0.2 0.192
H -4.07087 2.56487 1.70769 -0.6 0.0 -0.7 0.345
H -3.37382 2.84578 3.24719 0.5 -0.1 -0.5 0.326
H -1.11718 7.62209 0.72990 0.6 0.4 0.0 0.318
H -2.55197 7.17574 0.29195 -1.2 -0.2 -1.1 0.270
C 0.86696 2.01474 -0.86707 -1.5 1.1 -0.1 -0.273
C -0.48079 1.23533 -1.06028 2.5 -0.3 2.4 0.987
C -0.62054 0.35237 0.21883 -0.5 -0.3 0.5 1.021
O 0.53325 -0.46603 0.54298 -0.6 0.6 -0.4 2.153
C 0.58315 -1.63726 -0.24213 -1.2 0.5 -0.9 0.694
N -1.63278 2.02594 -1.19869 -1.7 0.3 1.4 1.546
H 0.97309 2.46766 0.11831 -0.4 -0.1 0.5 -0.094
H 0.89166 2.89048 -1.52697 0.2 -0.4 -0.3 -0.225
H 1.72205 1.40109 -0.96881 0.9 -0.7 -0.5 -0.056
H -0.39146 0.60639 -1.90536 0.1 -0.7 -1.1 -0.001
H -1.56418 -0.27703 0.16414 1.0 0.5 0.0 -0.306
H -0.69465 1.02209 1.10582 -0.2 -0.2 -0.7 -1.551
H -0.20452 -2.35714 0.09304 0.7 0.3 -0.4 0.055
H 1.56707 -2.03621 -0.24732 0.7 -0.6 0.7 -1.391
H 0.48261 -1.38543 -1.31101 -0.7 -0.2 0.2 -0.440
H -1.59639 2.66790 -1.94585 0.2 0.7 -1.2 -0.349
H -1.83328 2.59553 -0.37212 0.3 -0.2 0.0 -1.053
C 0.89930 3.44747 6.80502 1.7 -0.3 -1.2 -1.592
C 1.75719 2.24987 6.37322 -0.7 -0.7 -1.0 2.126
C 2.48660 2.47029 5.03207 -0.2 2.3 0.6 -1.279
O 1.63218 2.77965 3.95564 -0.4 0.2 -0.2 0.021
C 0.90865 1.64868 3.52493 -0.7 0.3 0.6 0.711
N 2.66900 1.77356 7.41124 1.1 -0.4 -0.1 -0.723
H 1.59732 4.30554 6.77590 -1.0 0.2 0.0 0.309
H 0.57564 3.26542 7.79022 -0.4 -0.1 1.3 0.537
H 0.01393 3.47840 6.16180 0.4 0.6 -0.1 0.189
H 1.01149 1.48877 6.18516 0.2 -0.6 0.2 -0.855
H 3.05786 1.63889 4.70487 0.9 -1.2 0.2 0.498
H 3.15249 3.37600 5.12397 -0.4 -0.9 0.0 0.232
H 1.56732 0.85611 3.17277 0.1 -0.3 0.1 -0.259
H 0.29563 1.97460 2.69664 -0.2 0.1 -0.2 -0.920
H 0.23679 1.29195 4.34252 0.4 -0.1 -0.6 0.287
H 3.59196 2.14903 7.21897 0.1 1.1 0.3 0.290
H 2.97881 0.80737 7.26961 -1.1 -0.2 -0.1 0.257
C 6.81630 2.09059 -0.20586 -2.0 -0.3 0.1 -1.507
C 5.53993 1.41881 0.42394 0.1 0.0 -1.1 0.346
C 4.55087 2.40006 0.99963 1.4 1.3 0.9 0.221
O 5.19817 3.05413 2.08146 0.6 -0.2 0.6 -0.435
C 4.57435 4.12330 2.74426 -0.5 0.3 0.1 -0.509
N 4.70060 0.63957 -0.56799 1.0 0.7 0.7 -0.159
H 6.51169 2.82364 -0.96564 0.2 -0.1 0.2 0.275
H 7.45072 1.34994 -0.66561 0.2 -0.3 -0.1 0.399
H 7.33475 2.56058 0.61341 0.3 0.3 0.1 0.383
H 5.94557 0.80642 1.23896 -0.4 -0.2 0.0 0.129
H 3.71724 1.86393 1.42555 -0.9 -0.1 -0.3 -0.011
H 4.32924 3.15812 0.23943 -0.7 -0.3 -0.1 0.273
H 4.98196 4.23451 3.75218 0.2 -0.3 -0.1 0.281
H 3.48891 4.07601 2.84513 -0.2 -0.6 -0.1 -0.030
H 4.74170 5.06272 2.24582 0.4 0.6 -0.5 0.391
H 5.15620 -0.25001 -0.63308 0.1 -0.8 -0.5 0.080
H 3.80165 0.47738 -0.12301 0.0 -0.1 0.0 -0.166
C 1.82799 0.99897 -3.87339 2.1 1.8 0.9 0.505
O 0.78823 1.19778 -4.47679 0.3 -0.8 0.2 -0.564
N 2.32146 -0.15876 -3.32569 -0.2 -0.6 0.5 -0.183
N 2.76114 2.03906 -3.62920 -1.4 -0.3 -0.8 -0.271
H 1.70242 -0.93902 -3.23325 -0.4 -0.4 -0.2 -0.099
H 3.00529 -0.12339 -2.55979 -0.4 0.4 -0.8 0.189
H 2.65979 2.88191 -4.16660 -0.1 0.0 0.1 0.212
H 3.63495 1.90497 -3.16305 0.2 -0.3 0.1 0.162
C -4.11701 -4.65021 -2.57818 -2.0 -2.6 -2.3 0.501
O -4.96909 -4.02855 -3.23041 -0.5 0.4 -0.2 -0.866
N -3.24743 -4.06914 -1.83705 1.2 2.6 1.4 2.462
N -4.02994 -6.00454 -2.67820 0.2 -0.5 -0.1 -0.287
H -3.37112 -3.05459 -1.88218 1.1 -0.3 0.6 -0.983
H -2.51188 -4.56367 -1.36969 0.4 -0.1 0.4 -0.448
H -4.61849 -6.52140 -3.31534 0.0 0.4 0.3 0.249
H -3.37112 -6.50292 -2.10181 0.0 -0.1 0.0 0.128
C -4.05315 -0.72062 -1.89441 -0.5 0.0 0.0 0.052
O -2.88174 -1.16120 -1.99554 -2.1 0.6 0.0 -0.585
N -5.15782 -1.33075 -2.54944 1.2 -0.4 0.5 -0.100
N -4.38218 0.43584 -1.18136 0.8 -1.2 -0.6 0.082
H -5.15523 -2.37159 -2.73287 0.5 0.8 -0.1 -0.142
H -6.11250 -1.02443 -2.42980 0.3 0.5 0.3 0.222
H -3.68878 0.95770 -0.64513 0.1 -0.5 -0.6 -0.360
H -5.33862 0.57369 -0.95155 -0.5 0.1 0.1 0.220
C -0.49967 -5.50238 0.14417 0.2 0.5 0.2 0.254
O -1.58257 -5.95264 -0.29879 1.6 0.9 0.8 -0.733
N 0.50894 -4.94336 -0.64423 -0.4 -0.6 0.4 0.302
N -0.13435 -5.43154 1.50854 0.0 0.0 -1.8 -0.116
H 0.54010 -4.89595 -1.65710 -0.7 -0.2 0.3 0.039
H 1.38911 -4.65914 -0.23237 -0.3 -0.1 0.3 -0.186
H 0.81129 -5.08244 1.66684 -0.4 -0.2 0.3 0.016
H -0.77127 -5.51568 2.28471 -0.1 -0.2 -0.5 0.234
C -2.18738 -2.12117 -5.92515 2.7 1.7 -0.8 0.537
O -1.55955 -2.90169 -6.64249 -0.3 -0.1 0.1 -0.696
N -1.68330 -0.84296 -5.63849 -0.4 -0.4 0.9 -0.370
N -3.40195 -2.40089 -5.46612 -0.9 -0.3 0.9 -0.332
H -1.82331 -0.62989 -4.65891 -0.3 0.5 0.1 0.087
H -0.70701 -0.67624 -5.82392 0.1 -0.4 -0.4 0.263
H -3.80903 -2.03896 -4.58530 0.4 -0.4 -1.0 0.258
H -3.49864 -3.35677 -5.74041 -1.2 -0.6 0.6 0.237
C 0.60170 -4.05041 -3.97032 0.8 -0.1 1.0 0.221
O 1.38823 -3.50263 -3.18571 -0.2 0.1 -1.0 -0.318
N 1.04625 -4.67670 -5.13639 -1.3 0.7 -0.8 -0.513
N -0.69927 -4.23616 -3.53288 -0.2 0.3 -1.0 0.048
H 0.40346 -4.64825 -5.97532 0.9 0.1 1.5 0.284
H 2.01201 -4.43046 -5.36342 -0.6 -0.1 0.2 0.290
H -1.16169 -3.40997 -3.11434 0.6 -0.9 -0.3 -0.141
H -1.28519 -4.78876 -4.14644 -0.2 0.3 0.1 0.205